[1]
Here is C13H19BN7OPtS2SbSe4 as an isolated structure from the OMol25 dataset. Energies are from ωB97M-V/def2-TZVPD.

Values from the calculation:
Energy above the lowest of the compared OMol25 structures with the same formula, charge and spin = 6.67 kcal/mol
Total charge = 0
Spin multiplicity = 1
M = 996.97 g mol⁻¹
Orbital gap (spin up / spin down) = 0.170 / 0.174 Ha
Electronic energy = -11752.014132 Ha
LUMO level (spin up / spin down) = -2.3 / -2.2 eV

Geometry (Å):
Pt (-0.66788, 1.17161, -0.19118)
C (0.98349, -2.38003, -2.28170)
N (0.64341, -2.64496, -0.89315)
C (1.29021, -3.53049, -0.06763)
C (0.63643, -3.49721, 1.11651)
N (-0.40998, -2.61054, 1.01370)
B (-1.39934, -2.50434, 2.25112)
N (-2.40355, -1.31506, 2.15726)
C (-3.76575, -1.47083, 2.13948)
C (-4.33708, -0.24272, 2.21909)
N (-3.30991, 0.66576, 2.28819)
C (-3.46401, 2.11448, 2.37766)
C (-2.14707, -0.00475, 2.23096)
S (-0.58924, 0.75111, 2.10824)
C (-0.40134, -2.10306, -0.22309)
S (-1.50586, -0.98155, -0.95317)
H (2.05685, -2.51372, -2.40363)
H (0.69848, -1.35905, -2.52403)
H (0.45000, -3.06141, -2.94309)
H (2.15181, -4.08623, -0.38978)
H (0.82196, -4.02947, 2.03121)
H (-2.06231, -3.50749, 2.30208)
H (-0.68573, -2.36437, 3.21357)
H (-4.21310, -2.44444, 2.07260)
H (-5.36671, 0.06339, 2.22267)
H (-4.31783, 2.41437, 1.77397)
H (-2.57017, 2.60161, 1.99180)
H (-3.61936, 2.40457, 3.41505)
C (3.18203, 2.05292, -3.50284)
N (2.97104, 1.32634, -2.25096)
C (3.99350, 0.87647, -1.49475)
C (3.78361, 0.24580, -0.31973)
C (2.43339, 0.13673, 0.13742)
N (1.42792, 0.62140, -0.57652)
C (1.64862, 1.16971, -1.83151)
O (0.72871, 1.48039, -2.55629)
N (2.18013, -0.46705, 1.30180)
H (4.18283, 1.82981, -3.86422)
H (3.06293, 3.12288, -3.33752)
H (2.43547, 1.73620, -4.22465)
H (4.98584, 1.04301, -1.89165)
H (4.60419, -0.12667, 0.27190)
H (2.94832, -0.70861, 1.90085)
H (1.25056, -0.41937, 1.70805)
Se (-3.12234, 5.87176, -0.15608)
Sb (-1.63581, 4.42961, -1.27938)
Se (0.03083, 3.47819, 0.38411)
Se (-0.87277, 4.76030, -3.47949)
Se (-2.71541, 2.00503, -0.99325)

Atoms 1-6, force components in eV/Å:
Pt 0.27 -0.05 -0.06
C 0.02 0.05 0.06
N -0.01 -0.03 -0.03
C 0.02 0.01 0.10
C 0.08 -0.01 -0.05
N -0.07 -0.11 0.03

Computed Mulliken charges, given in elementary charges: 1.070 -0.859 0.395 -0.316 -0.858 0.390 0.433 0.028 -0.576 -0.441 0.320 -0.744 -0.027 -0.547 -0.232 -0.418 0.347 0.255 0.281 0.477 0.509 -0.183 -0.093 0.496 0.495 0.382 0.198 0.281 -0.957 0.212 -0.112 -1.247 0.939 -0.029 0.103 -0.485 -0.079 0.350 0.309 0.307 0.378 0.433 0.236 -0.129 -0.588 0.773 -0.513 -0.543 -0.420

[2]
Here is C13H19Br4Cl3F2Mg2NaO17S as an isolated structure from the OMol25 dataset. Energies are from ωB97M-V/def2-TZVPD.

Values from the calculation:
Total charge = +1
Spin multiplicity = 1
M = 1014.92 g mol⁻¹
Orbital gap = 0.078 Ha
Electronic energy = -14622.263398 Ha
LUMO level = -6.5 eV

Geometry (Å):
O (3.93046, -0.06916, -1.69164)
C (3.58296, 0.19362, -2.80505)
O (4.49793, 0.56062, -3.71943)
C (2.13528, 0.10062, -3.21004)
C (1.49569, 1.46816, -3.43670)
O (0.24736, 1.43170, -4.18118)
C (-0.65889, 0.59927, -3.70979)
O (-1.49568, 0.93259, -2.90365)
O (-0.68047, -0.67618, -4.14563)
Br (-0.27375, -0.88679, -5.92649)
H (4.09944, 0.64085, -4.59420)
H (1.95549, -0.52208, -4.08532)
H (1.62159, -0.38181, -2.38467)
H (1.27745, 1.92669, -2.47520)
H (2.16024, 2.14150, -3.96297)
Na (-3.50690, 1.01389, -2.02101)
O (0.34383, -0.36546, 0.39652)
Cl (-0.06999, 0.85456, 0.97875)
O (-1.49338, 0.96488, 1.01729)
O (0.52968, 1.97045, 0.35338)
O (0.41446, 0.85057, 2.41530)
C (1.30003, -3.15729, 2.73867)
C (0.01744, -3.56594, 2.06905)
O (-0.92963, -2.80934, 2.02098)
C (-0.02860, -4.94687, 1.47237)
H (1.17930, -2.14515, 3.10570)
H (1.52214, -3.82146, 3.57492)
H (2.13168, -3.17307, 2.03409)
H (0.13957, -5.69506, 2.24800)
H (0.73911, -5.04715, 0.70368)
H (-1.00495, -5.11403, 1.02455)
O (-3.38271, 6.24744, -3.74235)
S (-2.52777, 4.97345, -3.45765)
O (-1.56855, 5.29574, -2.44322)
O (-1.94308, 4.53576, -4.69946)
O (-3.59840, 3.99521, -2.98223)
Mg (0.51141, 0.57367, 4.32903)
Mg (-5.09852, 5.76526, -3.82132)
C (4.00821, -3.32175, 7.33031)
C (4.14406, -2.91534, 5.87977)
O (2.96929, -2.06392, 5.72062)
C (2.71339, -1.53804, 6.92512)
O (1.98472, -0.59136, 7.10592)
O (3.34838, -2.16822, 7.90235)
F (4.07091, -3.95352, 5.06792)
H (3.37068, -4.19685, 7.45458)
H (4.96333, -3.50354, 7.81069)
H (5.04187, -2.34495, 5.63474)
F (5.99615, -3.19140, 3.75870)
Cl (-8.24344, 7.17333, -2.68989)
C (-9.78432, 7.23971, -3.59874)
C (-10.28972, 5.85861, -3.91335)
Cl (-9.23831, 5.02878, -5.09685)
H (-9.61565, 7.82169, -4.49972)
H (-10.49642, 7.77253, -2.97293)
H (-11.28255, 5.92369, -4.35281)
H (-10.34632, 5.23975, -3.02262)
C (5.85310, -5.26607, 1.07716)
Br (7.28729, -6.00813, 2.10461)
Br (5.71145, -6.09180, -0.66046)
Br (4.18837, -5.34248, 2.02815)
H (6.07427, -4.22038, 0.92365)

Atoms 1-6, force components in eV/Å:
O 0.01 0.16 0.03
C 0.32 -0.44 0.63
O -0.19 0.11 -0.35
C -0.96 0.08 -0.25
C 0.40 0.28 0.63
O 0.43 -0.56 -0.37

Computed Mulliken charges, given in elementary charges: -0.506 0.364 -0.459 -0.357 -0.276 -0.292 0.711 -0.588 -0.356 0.104 0.348 0.323 0.224 0.279 0.405 1.017 -0.468 1.688 -0.640 -0.536 -0.586 -0.445 0.807 -0.579 -1.153 -0.303 0.401 0.267 0.334 0.307 0.340 -0.636 1.534 -0.610 -0.604 -0.758 1.280 1.062 -0.393 0.260 -0.236 0.670 -0.581 -0.328 -0.189 0.276 0.304 0.306 -0.751 -0.200 -0.438 -0.406 -0.184 0.325 0.330 0.309 0.322 -0.323 0.001 -0.078 0.017 0.345

[3]
Here is C13H19CdN2S as an isolated structure from the OMol25 dataset. Energies are from ωB97M-V/def2-TZVPD.

Values from the calculation:
Energy above the lowest of the compared OMol25 structures with the same formula, charge and spin = 62.22 kcal/mol
Total charge = -1
Spin multiplicity = 1
M = 347.79 g mol⁻¹
Orbital gap (spin up / spin down) = 0.095 / 0.095 Ha
Electronic energy = -1181.923476 Ha
LUMO level (spin up / spin down) = 2.9 / 2.9 eV

Geometry (Å):
C (1.28353, -0.91423, -1.78415)
Cd (-0.13580, -0.21203, -0.09153)
N (-1.47813, 0.69187, 2.00566)
H (-1.72799, -0.28965, -1.15113)
H (-1.60755, 0.11840, 2.78073)
H (-1.42785, 0.42871, -1.44937)
H (0.59170, -1.27506, -2.60333)
H (1.92882, -1.79382, -1.50352)
H (1.95038, -0.14776, -2.26303)
H (-1.00698, 1.48405, 2.41321)
H (-2.38613, 1.03770, 1.89095)
N (1.60952, 0.50948, 1.29509)
S (2.89450, 1.19596, 0.62121)
C (3.71737, 2.02857, 1.96489)
C (3.77469, 1.48246, 3.22830)
C (4.26497, 2.22395, 4.32637)
C (4.72083, 3.53192, 4.15188)
C (4.63443, 4.09277, 2.86898)
C (4.13711, 3.35744, 1.77810)
C (4.18939, -0.03962, 0.22543)
C (4.87647, 0.00718, -1.00594)
C (5.80560, -0.99017, -1.36756)
C (6.12327, -2.04041, -0.50166)
C (5.45069, -2.08051, 0.72418)
C (4.51652, -1.07415, 1.07941)
H (2.04978, -0.21584, 1.88692)
H (3.33057, 0.51088, 3.43846)
H (4.30287, 1.77956, 5.32965)
H (5.15622, 4.11843, 4.98185)
H (4.96517, 5.13470, 2.71004)
H (3.96181, 3.79724, 0.79393)
H (4.58177, 0.79225, -1.70362)
H (6.29023, -0.95061, -2.36388)
H (6.87768, -2.79409, -0.80454)
H (5.67323, -2.92933, 1.38643)
H (3.98109, -1.20460, 2.02079)

Atoms 1-6, force components in eV/Å:
C -0.02 -0.10 -1.02
Cd 1.59 -1.97 1.09
N 1.13 1.04 -0.98
H -0.25 1.15 -0.48
H 0.21 -2.07 1.49
H -0.99 -0.45 -0.56

Computed Mulliken charges, given in elementary charges: -1.173 0.255 -2.054 0.078 0.842 -0.068 0.332 0.227 0.225 0.185 0.653 0.248 -0.727 0.789 -0.462 -0.499 -0.466 -0.363 -0.455 0.605 -0.321 -0.383 -0.463 -0.515 -0.266 0.009 0.143 0.346 0.334 0.303 0.322 0.327 0.312 0.331 0.367 -0.018

[4]
Here is C13H19ClHfN2O2S as an isolated structure from the OMol25 dataset. Energies are from ωB97M-V/def2-TZVPD.

Values from the calculation:
Energy above the lowest of the compared OMol25 structures with the same formula, charge and spin = 0.00 kcal/mol
Total charge = +2
Spin multiplicity = 1
M = 481.32 g mol⁻¹
Orbital gap = 0.253 Ha
Electronic energy = -1672.618224 Ha
LUMO level = -9.1 eV

Geometry (Å):
Cl (2.61280, -0.17078, -1.64198)
C (-1.09905, 1.48138, -0.58387)
C (-1.59163, 0.19033, -0.19322)
C (-1.27574, -0.73708, -1.26287)
H (-2.22227, -0.02363, 0.67029)
C (-0.61131, -0.00258, -2.31175)
C (-0.47601, 1.35745, -1.86255)
H (-0.08791, 2.16686, -2.47254)
H (-1.30662, 2.41183, -0.07226)
H (-1.63310, -1.77270, -1.32158)
C (-0.27129, -0.48480, -3.69231)
Hf (0.71966, -0.04479, -0.27192)
C (0.15200, 0.76240, 1.95021)
C (1.88015, 1.60301, 1.00211)
O (-0.04828, 1.08247, 3.05183)
O (2.60113, 2.18546, 1.70913)
H (-0.23555, -1.57901, -3.74213)
H (0.70477, -0.08367, -3.99296)
H (-1.02625, -0.14973, -4.41793)
C (3.27257, -1.62880, 2.27743)
N (2.01786, -1.89607, 3.00105)
C (2.08320, -1.68629, 4.44620)
C (0.92107, -2.28385, 2.31569)
S (1.05669, -2.40678, 0.54666)
N (-0.28464, -2.60049, 2.83771)
C (-0.75481, -2.41056, 4.21386)
C (-1.33140, -3.07884, 1.92362)
H (4.10180, -1.62595, 2.99028)
H (3.23483, -0.64616, 1.78523)
H (3.45190, -2.41495, 1.53724)
H (1.53345, -0.77421, 4.72049)
H (1.73147, -2.58115, 4.97439)
H (3.13629, -1.52538, 4.70048)
H (-1.73423, -1.91306, 4.18064)
H (-0.89707, -3.39191, 4.68782)
H (-0.07408, -1.80554, 4.80752)
H (-1.77114, -2.24799, 1.35582)
H (-0.91826, -3.82551, 1.23484)
H (-2.13191, -3.54655, 2.50103)

Atoms 1-6, force components in eV/Å:
Cl -0.10 0.21 0.04
C -0.45 -0.21 -0.59
C -0.87 -0.17 -1.40
C -1.19 0.97 0.02
H 0.32 0.07 -0.22
C -0.77 0.56 0.21

Computed Mulliken charges, given in elementary charges: -0.321 -0.656 -0.249 -0.509 0.677 0.508 -0.526 0.519 0.581 0.484 -1.218 0.968 0.314 0.213 -0.210 -0.148 0.360 0.350 0.349 -0.817 0.141 -1.233 0.366 -0.400 0.109 -1.083 -1.075 0.332 0.267 0.399 0.392 0.478 0.340 0.397 0.355 0.397 0.240 0.460 0.447

[5]
Here is a 3-piece molecular cluster, C13H19F9N3O4 overall from the OMol25 dataset. Energies are from ωB97M-V/def2-TZVPD.

Values from the calculation:
Total charge = +1
Spin multiplicity = 1
M = 452.29 g mol⁻¹
Orbital gap = 0.209 Ha
Electronic energy = -1870.246196 Ha
LUMO level = -5.6 eV

Geometry (Å):
C (2.40653, 0.08388, -1.46518)
C (2.79086, -1.29753, -1.92606)
C (4.30576, -1.76065, -2.37283)
N (5.18803, -1.63417, -1.15406)
C (6.40646, -0.77117, -1.38181)
N (6.51232, 0.39953, -2.35091)
N (7.55091, -1.00554, -0.60875)
C (7.67403, -2.08017, 0.44712)
F (7.86926, -3.44421, -0.15986)
F (6.59686, -2.05405, 1.48320)
F (8.95386, -1.81625, 1.20568)
H (2.14392, 0.97836, -2.18474)
H (2.36261, 0.29511, -0.29385)
H (1.92462, -2.11927, -1.91776)
H (4.71120, -1.25041, -3.34414)
H (4.22310, -2.92342, -2.62841)
H (4.64062, -1.23254, -0.34771)
H (5.66365, 1.00586, -2.33139)
H (6.63925, 0.00219, -3.32660)
H (8.40271, -0.38398, -0.75111)
C (-3.61509, 2.06319, -0.71713)
C (-3.88128, 1.29415, -1.99755)
O (-2.83887, 1.53985, -2.95367)
C (-1.71738, 0.75842, -2.83924)
O (-1.57318, -0.11041, -1.98367)
C (-0.71397, 1.09401, -3.94267)
F (-0.58369, 2.43647, -4.14904)
F (-1.07566, 0.55914, -5.14420)
F (0.54049, 0.62953, -3.68161)
H (-3.48474, 3.12951, -0.92835)
H (-4.44258, 1.94067, -0.01264)
H (-2.69434, 1.71923, -0.23550)
H (-4.81565, 1.64424, -2.44844)
H (-3.99837, 0.22130, -1.80680)
C (-4.76647, -1.15778, 5.76243)
C (-5.14539, 0.30062, 5.58563)
O (-4.77302, 0.75831, 4.27680)
C (-5.67208, 0.50970, 3.27115)
O (-6.74286, -0.06763, 3.43788)
C (-5.17116, 1.08806, 1.94768)
F (-3.84272, 0.85734, 1.73842)
F (-5.33549, 2.44069, 1.88467)
F (-5.81797, 0.57529, 0.86312)
H (-3.70191, -1.30699, 5.55484)
H (-4.97835, -1.49210, 6.78194)
H (-5.31914, -1.79542, 5.06528)
H (-4.59333, 0.91318, 6.30598)
H (-6.21234, 0.46586, 5.77386)

Atoms 1-6, force components in eV/Å:
C 0.89 -1.44 -0.12
C -0.64 1.42 0.72
C -2.47 -0.92 -2.02
N 2.79 3.36 -1.24
C -0.60 -0.11 0.82
N 0.04 -3.28 0.83

Computed Mulliken charges, given in elementary charges: -0.532 -0.386 -0.209 -0.205 0.186 -0.509 -0.126 0.701 -0.206 -0.193 -0.225 0.221 0.266 0.285 0.255 0.287 0.328 0.346 0.344 0.383 -0.491 -0.323 -0.297 0.412 -0.526 0.769 -0.253 -0.249 -0.203 0.342 -0.096 0.288 0.370 0.295 -1.093 -0.187 -0.298 0.064 -0.515 1.126 -0.267 -0.257 -0.232 0.294 0.374 0.310 0.307 0.324

[6]
Here is C13H19IN5ORh as an isolated structure from the OMol25 dataset. Energies are from ωB97M-V/def2-TZVPD.

Values from the calculation:
Total charge = -2
Spin multiplicity = 5
M = 491.14 g mol⁻¹
Orbital gap (spin up / spin down) = 0.072 / 0.259 Ha
Electronic energy = -1263.808134 Ha
LUMO level (spin up / spin down) = 4.4 / 3.9 eV

Geometry (Å):
C (-1.33894, 0.29211, -3.73489)
I (0.42802, 1.21826, -4.11817)
H (-1.78848, -0.01270, -4.68857)
H (-1.12642, -0.56937, -3.10240)
H (-1.98621, 0.98993, -3.20351)
C (0.65033, 3.48266, 1.83518)
C (-0.48543, 3.85220, 1.22392)
N (-1.05614, 2.70574, 0.69588)
C (-0.27440, 1.61741, 0.96565)
N (0.77143, 2.12098, 1.67662)
H (1.37920, 4.06362, 2.36148)
H (-0.93114, 4.82238, 1.12143)
C (2.04645, -2.92972, -1.13598)
C (0.40049, -1.66928, -0.24011)
N (1.70451, -1.68905, -0.64738)
H (0.80219, -4.74452, -1.28306)
N (-0.03187, -2.93935, -0.45378)
H (3.02779, -3.14852, -1.51685)
Rh (-0.56169, -0.29521, 0.77248)
C (-2.38743, -0.54630, 1.09431)
O (-3.47056, -0.73463, 1.49060)
C (0.95903, -3.71403, -1.02392)
C (-1.34212, -3.47697, -0.13466)
H (-1.22469, -4.56060, -0.03205)
H (-2.05215, -3.27649, -0.94751)
H (-1.72014, -3.05073, 0.80106)
C (2.71198, -0.64791, -0.57262)
H (3.48711, -0.89532, -1.30537)
H (3.20010, -0.62848, 0.41114)
H (2.29554, 0.33495, -0.80282)
C (1.90572, 1.39077, 2.20119)
H (2.82627, 1.81596, 1.78714)
H (1.84376, 0.32402, 1.96297)
H (1.93221, 1.49821, 3.29093)
C (-2.26622, 2.76546, -0.09978)
H (-2.04241, 2.74305, -1.17713)
H (-2.75719, 3.71860, 0.12852)
H (-2.94011, 1.94131, 0.15499)
N (-0.17140, -1.25305, 3.67012)
C (-0.41692, -0.91541, 2.57497)

Atoms 1-6, force components in eV/Å:
C -1.44 -0.78 0.19
I 1.62 0.80 -0.13
H 0.08 0.07 0.39
H -0.21 0.00 -0.09
H -0.06 -0.18 -0.12
C 0.06 0.02 -0.02

Computed Mulliken charges, given in elementary charges: -0.193 -0.846 0.355 -0.382 0.023 -0.475 -1.012 0.892 -1.303 1.612 0.450 0.429 -0.482 -1.412 1.181 0.404 0.872 0.415 1.830 -0.526 -0.348 -0.771 -1.279 0.265 0.384 0.366 -1.658 0.499 0.319 0.376 -1.911 0.776 0.131 0.322 -1.162 0.354 0.287 0.219 -0.909 -0.090